[1]
56
Properties=species:S:1:pos:R:3:forces:R:3 method="wB97M-V/def2-TZVPD" orbital_gap_ev=10.61 e_above_lowest_ev=2.954 fmax_ev_per_a=3.18 total_energy_ev=-31408.257 homo_energy_ev=-10.5
H 1.866513 2.485599 -0.891199 0.8 -0.2 -0.5
H 3.096172 -1.193883 2.070605 0.1 -0.5 1.2
H -2.778912 -1.760929 1.208220 -0.2 0.2 0.4
H -0.569148 4.399249 1.094915 -0.1 1.1 0.2
C 2.009457 -1.272781 2.067900 0.0 1.2 -1.8
H 1.441223 -1.162618 2.986379 0.5 -0.2 0.3
C -0.059597 0.217371 -0.636655 -0.4 -1.1 0.5
H -1.167158 -4.069794 -1.698097 0.3 -0.2 -0.4
H -0.257186 -0.838224 -0.850449 0.3 -0.2 0.7
H 0.214279 1.522676 0.925782 -0.1 -0.3 1.2
O 4.672316 -0.702138 -1.708695 -0.6 -1.1 -0.2
H 0.853438 0.343896 -1.227927 -0.4 1.0 0.0
H -3.940774 -2.499136 0.531308 -0.3 0.0 0.0
H -2.407326 2.014995 3.753081 -0.5 0.2 0.0
H -0.944352 -4.003614 1.182921 -0.1 -0.1 -0.2
C 1.725465 -0.081603 1.121119 -0.4 1.1 0.0
O -2.841271 -0.395243 2.612239 -0.8 -1.2 -0.5
O 1.737853 3.374827 -0.569611 -0.9 0.6 0.5
O -1.535923 1.636537 3.644185 0.6 0.2 0.2
C -1.378503 0.915550 -1.024694 0.8 0.6 1.3
C -1.629478 1.537489 -2.375779 -1.3 0.9 -0.4
H -1.516609 -2.969976 -0.768326 0.2 0.5 -0.3
H -2.298344 0.302593 2.242174 0.3 0.4 0.7
O 2.327063 1.217520 -3.163513 -0.5 -0.4 0.5
H 2.230968 -0.269606 0.171769 -0.2 -0.3 -0.2
H 1.916269 -2.365711 -1.198785 -0.3 0.0 0.1
H 0.220725 3.415094 0.287512 0.1 0.0 0.1
O -0.447762 -3.869363 1.990760 0.0 0.3 0.3
H -1.022357 2.399401 -2.668930 0.5 -0.4 0.3
H -2.623714 1.981923 -2.294812 -0.2 0.2 0.1
O -2.988652 -2.495777 0.613973 0.6 -0.2 -0.3
H 2.526372 3.923750 -0.569183 0.2 -0.6 -0.3
H 1.527656 0.779030 -3.480646 -0.1 0.2 -0.7
C 0.283928 0.440366 0.884986 0.5 -1.5 -2.8
H 4.743760 -1.418096 -1.052899 0.3 0.7 0.1
H 2.222902 0.849997 1.405225 0.5 -0.4 0.8
O -0.541632 3.475189 0.899353 -0.1 -0.4 0.0
H 0.145398 -1.999711 -2.873803 -0.1 0.1 -0.1
H -0.438928 -0.158401 1.435838 -0.1 0.6 0.5
H 4.035569 -1.190347 -2.276861 0.5 0.8 0.1
H -1.484265 1.691680 -0.250095 -0.1 0.2 -0.6
H -2.699829 -0.458249 3.567021 0.3 0.4 -0.5
O 2.829547 -2.653672 -1.241802 0.1 0.2 -0.8
H -0.226666 -0.561333 -2.537318 0.7 -0.8 -1.0
H -1.049389 2.342784 3.205491 0.3 -0.1 0.0
H 1.791156 -2.214131 1.556859 -0.4 0.1 0.3
H -2.171118 0.232586 -0.733500 -0.3 -0.3 -0.4
H -2.317864 3.171907 1.734183 0.1 0.1 -0.2
H 3.001204 -3.194714 -0.484479 -0.1 -0.5 0.7
H 2.463385 0.615956 -2.419847 0.8 0.1 0.1
H -1.791922 0.903584 -3.240480 0.6 -0.6 0.0
H -3.611283 2.713526 1.129012 0.0 0.4 0.7
O -0.878988 -3.177032 -1.486300 -0.7 -0.2 0.8
O 0.392181 -1.089865 -3.096123 -0.6 0.4 0.2
H -0.953542 -3.180711 2.446141 0.2 -0.2 -0.1
O -3.260766 3.140553 1.938611 -0.3 -0.4 -0.8



[2]
58
Properties=species:S:1:pos:R:3:forces:R:3 method="wB97M-V/def2-TZVPD" orbital_gap_ev=9.30 e_above_lowest_ev=1.623 fmax_ev_per_a=2.35 total_energy_ev=-35502.917 homo_energy_ev=-9.2
H -1.218584 0.056051 4.045500 0.0 -0.1 -0.1
O 0.325446 -2.028328 3.131467 -0.2 -0.4 -0.4
C -0.683926 -0.669125 -0.662477 0.4 1.1 0.6
O -2.398749 0.355043 -4.029297 -0.9 -0.5 0.2
H 0.061487 1.838496 -3.719223 0.0 0.1 0.0
H 2.815599 -0.844955 1.631280 -0.1 0.1 0.6
H -0.071010 2.032900 -0.757483 -0.4 0.5 -0.1
H 1.594835 -1.376533 4.329125 -0.1 0.5 -0.2
O 0.215441 -1.377704 -4.267402 0.3 -0.3 -0.1
H 3.068679 -1.051292 4.219571 0.0 0.2 0.0
H -1.527554 -2.040325 -2.129837 0.4 -0.3 -0.1
O 1.769984 -2.127726 -2.132169 0.2 -0.1 -0.1
H 2.679081 1.677987 2.177117 0.1 -0.6 0.0
H -2.517216 0.605493 3.471663 0.2 -0.1 -0.2
H 2.898538 0.097569 -1.698781 -0.4 -0.4 -0.6
C -1.362261 0.475533 -0.516864 -0.9 -1.3 -0.7
H 1.050892 -2.094747 2.465374 0.0 0.2 0.3
H 0.379445 -0.569150 -0.431457 0.0 -0.6 0.1
H -1.455298 -2.858247 0.784838 0.3 -0.4 0.1
H 2.290335 4.548759 0.155556 0.0 0.0 0.0
C -1.510271 -3.008628 -0.282902 -0.3 0.4 0.0
H 2.712038 1.843253 0.718481 0.2 -0.2 -0.4
O 1.581384 1.871716 3.641146 0.2 1.0 -0.1
H 0.915576 -2.386459 -1.769012 0.1 -0.1 0.1
H 1.824769 4.316396 1.601149 0.0 0.0 0.0
H -2.789291 -1.317191 2.573826 0.7 -0.4 0.4
H -1.266000 -1.114088 2.033793 0.0 -0.6 0.7
H -1.516300 3.903577 -0.031970 0.2 0.0 0.1
H -0.954642 1.339853 -4.730047 0.3 -0.1 0.2
O -2.189715 -0.860913 1.981803 -1.0 0.8 -1.1
O 2.210535 -0.624459 4.328292 0.6 -0.5 0.6
O -3.616521 -1.230634 -2.130200 -1.0 -0.2 0.4
H 2.340791 0.896206 -2.977532 0.0 -0.7 0.0
H -3.846765 -2.166514 -2.179969 0.1 0.0 -0.4
C -1.907012 2.898562 0.092187 -0.6 -0.3 0.8
H 2.916496 -2.138019 0.944482 0.0 -0.5 0.2
H -2.380313 0.391393 -0.891920 -0.2 0.5 0.4
H 0.816787 1.377559 3.337911 0.0 -0.2 0.1
C -0.880747 1.801998 -0.039013 1.9 -0.3 -1.4
H 0.095472 -2.936199 3.358154 -0.1 0.0 -0.1
H -2.771838 2.782280 -0.565482 0.2 -0.1 -0.2
H 0.510957 -0.681569 -4.867661 -0.2 0.1 0.1
H -1.947126 -3.923812 -0.664201 0.1 0.0 0.0
H -3.131366 -0.030435 -4.527587 0.2 0.3 -0.5
O 3.024506 1.212207 1.382543 -0.3 0.5 0.2
O 1.722895 3.994190 0.699070 0.0 -0.1 0.0
H -2.299115 2.787788 1.108858 -0.2 0.4 -0.1
C -1.266681 -1.975799 -1.081494 0.5 0.3 -0.2
H -0.237773 1.684362 0.832373 -0.4 0.0 0.5
O 2.730541 -1.802839 1.833944 0.1 0.5 -1.1
H -0.103078 -0.883473 -3.503893 -0.1 0.2 -0.1
H 2.151328 1.241072 4.101255 -0.5 -0.4 0.1
O 0.001853 1.489518 -4.614689 0.0 0.2 -0.1
O 2.761490 0.948834 -2.118991 0.3 1.1 0.6
H 1.580323 -2.062929 -3.088803 0.0 0.0 0.3
H -3.744056 -1.078518 -1.184292 0.1 0.3 0.0
H -2.619426 -0.075876 -3.184421 0.4 0.3 0.2
O -2.044387 0.475448 4.296843 -0.1 0.4 0.7